Record 1
Entry from OMol25: a molecular structure, C48H37CrN5O4P2 (ωB97M-V with the def2-TZVPD basis set).

Cartesian coordinates (Å):
Cr1 0.577 0.039 -0.264
C1 1.502 -2.686 2.963
C2 1.595 -1.953 1.778
N1 0.710 -1.033 1.432
C3 -0.290 -0.736 2.297
C4 -0.473 -1.434 3.514
C5 0.452 -2.455 3.818
C6 -1.563 -1.086 4.334
C7 -2.430 -0.096 3.942
C8 -2.233 0.625 2.763
C9 -1.147 0.348 1.937
N2 -0.772 0.932 0.761
C10 -1.085 2.194 0.342
C11 -1.681 3.239 1.045
C12 -1.886 4.477 0.435
C13 -1.480 4.727 -0.852
C14 -0.802 3.731 -1.582
C15 -0.251 3.931 -2.867
C16 0.443 2.908 -3.465
C17 0.600 1.694 -2.791
N3 0.112 1.474 -1.578
C18 -0.602 2.464 -0.979
H1 2.251 -3.431 3.179
H2 2.406 -2.126 1.082
H3 0.327 -3.026 4.724
H4 -1.713 -1.622 5.257
H5 -3.286 0.140 4.555
H6 -2.961 1.366 2.477
H7 -1.962 3.126 2.079
H8 -2.369 5.257 1.001
H9 -1.646 5.690 -1.307
H10 -0.353 4.892 -3.346
H11 0.884 3.036 -4.441
H12 1.160 0.883 -3.238
O1 6.200 -0.295 0.784
C19 5.687 0.593 1.605
O2 6.290 1.069 2.530
C20 4.260 1.000 1.363
C21 3.580 1.924 2.138
N4 2.319 1.992 1.678
N5 2.136 1.173 0.637
C22 3.299 0.559 0.426
C23 3.332 -0.450 -0.689
O3 4.376 -1.030 -0.975
O4 2.199 -0.631 -1.228
H13 5.590 -0.623 0.061
H14 3.948 2.501 2.960
H15 1.574 2.592 2.012
C24 -1.725 -2.345 -2.452
P1 -0.559 -2.000 -1.036
C25 -1.548 -2.698 0.339
C26 -2.668 -1.924 0.657
C27 -3.478 -2.253 1.726
C28 -3.160 -3.345 2.516
C29 -2.056 -4.118 2.209
C30 -1.263 -3.814 1.115
C31 0.858 -3.039 -1.524
C32 1.600 -3.902 -0.729
C33 2.724 -4.532 -1.242
C34 3.128 -4.298 -2.542
C35 2.409 -3.420 -3.337
C36 1.293 -2.790 -2.831
P2 -1.297 -4.014 -3.224
C37 -1.762 -5.130 -1.846
C38 -3.023 -5.079 -1.261
C39 -3.374 -6.006 -0.299
C40 -2.482 -7.004 0.064
C41 -1.237 -7.075 -0.536
C42 -0.875 -6.138 -1.488
C43 -2.700 -4.441 -4.312
C44 -2.691 -5.785 -4.694
C45 -3.606 -6.262 -5.608
C46 -4.534 -5.394 -6.166
C47 -4.531 -4.056 -5.811
C48 -3.614 -3.571 -4.890
H16 -1.603 -1.567 -3.211
H17 -2.750 -2.313 -2.075
H18 -2.895 -1.055 0.050
H19 -4.346 -1.654 1.952
H20 -3.775 -3.598 3.366
H21 -1.817 -4.976 2.818
H22 -0.445 -4.469 0.868
H23 1.327 -4.102 0.294
H24 3.294 -5.199 -0.612
H25 4.009 -4.781 -2.932
H26 2.728 -3.218 -4.348
H27 0.757 -2.073 -3.442
H28 -3.740 -4.330 -1.571
H29 -4.355 -5.965 0.151
H30 -2.766 -7.733 0.806
H31 -0.555 -7.872 -0.280
H32 0.093 -6.188 -1.969
H33 -1.950 -6.449 -4.267
H34 -3.586 -7.302 -5.898
H35 -5.248 -5.761 -6.888
H36 -5.241 -3.380 -6.264
H37 -3.612 -2.521 -4.633

**Total charge**: +1
**Orbital gap (alpha / beta)**: 6.66 / 6.47 eV
**Total energy**: -4153.246713 a.u.
**HOMO energy (alpha / beta)**: -9.91 / -10.06 eV
**Multiplicity**: 4
**<S²>**: 3.7891
**Energy above the lowest of the compared OMol25 structures with the same formula, charge and spin**: 11.2 kcal per mole

Record 2
Entry from OMol25: a molecular structure, C48H37GdN11O2P (ωB97M-V with the def2-TZVPD basis set).

Cartesian coordinates (Å):
Gd1 -0.501 -0.487 -0.718
C1 3.334 1.642 -2.538
C2 2.203 0.843 -2.406
N1 1.274 1.128 -1.501
C3 1.454 2.208 -0.730
C4 2.613 2.955 -0.838
N2 3.553 2.679 -1.741
C5 0.372 2.564 0.240
C6 0.123 3.884 0.560
C7 -0.883 4.175 1.480
C8 -1.624 3.110 1.991
C9 -1.349 1.817 1.581
N3 -0.358 1.549 0.722
C10 -2.211 0.654 1.980
C11 -3.259 0.775 2.879
N4 -4.084 -0.235 3.151
C12 -3.870 -1.378 2.511
C13 -2.830 -1.518 1.603
N5 -2.005 -0.508 1.352
C14 -1.166 5.574 1.887
C15 -2.457 5.998 2.165
C16 -2.661 7.316 2.544
N6 -1.677 8.207 2.672
C17 -0.440 7.788 2.411
C18 -0.137 6.495 2.011
H1 4.076 1.414 -3.291
H2 2.051 -0.029 -3.028
H3 2.791 3.796 -0.178
H4 0.685 4.675 0.083
H5 -2.411 3.306 2.705
H6 -3.442 1.700 3.408
H7 -4.537 -2.207 2.712
H8 -2.663 -2.443 1.065
H9 -3.308 5.336 2.063
H10 -3.663 7.671 2.754
H11 0.352 8.518 2.531
H12 0.898 6.221 1.842
O1 -1.577 -2.357 -1.279
C19 -0.479 -2.649 -1.852
O2 0.189 -1.704 -2.400
C20 0.214 -3.936 -1.587
C21 -0.204 -5.151 -2.102
C22 0.507 -6.296 -1.772
C23 1.596 -6.222 -0.913
C24 1.983 -5.004 -0.370
C25 1.303 -3.839 -0.710
P1 1.736 -2.220 0.049
C26 2.056 -2.541 1.793
C27 3.303 -2.975 2.244
C28 3.498 -3.256 3.587
C29 2.453 -3.105 4.489
C30 1.212 -2.665 4.052
C31 1.018 -2.378 2.708
C32 3.313 -1.726 -0.670
C33 4.110 -0.823 0.037
C34 5.309 -0.387 -0.504
C35 5.711 -0.838 -1.756
C36 4.915 -1.728 -2.466
C37 3.715 -2.177 -1.925
H13 -1.063 -5.202 -2.760
H14 0.206 -7.251 -2.182
H15 2.140 -7.121 -0.654
H16 2.812 -4.971 0.326
H17 4.129 -3.080 1.549
H18 4.469 -3.590 3.930
H19 2.611 -3.323 5.537
H20 0.401 -2.540 4.757
H21 0.045 -2.027 2.382
H22 3.813 -0.484 1.023
H23 5.935 0.299 0.054
H24 6.653 -0.506 -2.174
H25 5.237 -2.091 -3.434
H26 3.108 -2.886 -2.476
C38 -2.331 -0.466 -3.955
C39 -2.965 0.379 -2.906
N7 -2.405 0.789 -1.773
C40 -3.354 1.582 -1.141
C41 -4.478 1.631 -1.886
N8 -4.224 0.856 -3.001
C42 -5.196 0.525 -4.053
N9 -5.475 -0.876 -4.081
N10 -5.033 -1.630 -5.127
N11 -5.302 -2.858 -4.904
C43 -5.955 -2.942 -3.680
C44 -6.464 -4.060 -3.010
C45 -7.068 -3.837 -1.795
C46 -7.171 -2.533 -1.254
C47 -6.674 -1.427 -1.907
C48 -6.064 -1.674 -3.144
H27 -1.251 -0.364 -3.913
H28 -2.660 -0.177 -4.951
H29 -2.593 -1.517 -3.824
H30 -3.160 2.093 -0.214
H31 -5.416 2.139 -1.742
H32 -4.818 0.807 -5.032
H33 -6.096 1.098 -3.839
H34 -6.391 -5.049 -3.442
H35 -7.486 -4.670 -1.246
H36 -7.674 -2.404 -0.304
H37 -6.777 -0.434 -1.489

**Total charge**: +2
**Orbital gap (alpha / beta)**: 6.07 / 6.93 eV
**Total energy**: -3710.825774 a.u.
**HOMO energy (alpha / beta)**: -13.06 / -13.06 eV
**Multiplicity**: 8
**<S²>**: 15.9069
**Energy above the lowest of the compared OMol25 structures with the same formula, charge and spin**: 0.0 kcal per mole

Record 3
Entry from OMol25: a molecular structure, C48H37LiN4O (ωB97M-V with the def2-TZVPD basis set).

Cartesian coordinates (Å):
Li1 -0.545 -0.361 0.031
C1 5.079 -2.217 5.011
C2 5.410 -2.530 3.702
C3 4.497 -2.376 2.677
C4 3.195 -1.900 2.906
C5 2.891 -1.585 4.250
C6 3.800 -1.744 5.270
C7 2.167 -1.604 1.923
C8 2.398 -1.179 0.590
C9 3.478 -1.579 -0.301
C10 3.205 -1.037 -1.510
C11 2.003 -0.233 -1.338
C12 1.486 0.721 -2.224
C13 1.636 0.687 -3.656
C14 1.255 1.777 -4.466
C15 1.287 1.712 -5.840
C16 1.626 0.535 -6.491
C17 1.948 -0.571 -5.717
C18 1.974 -0.495 -4.342
C19 0.700 1.809 -1.669
N1 -0.404 1.644 -0.975
C20 -0.852 2.878 -0.604
C21 -2.030 3.043 0.126
C22 -2.529 4.362 0.497
C23 -2.551 5.473 -0.353
C24 -2.948 6.710 0.116
C25 -3.371 6.873 1.427
C26 -3.391 5.773 2.271
C27 -2.968 4.545 1.817
C28 -2.692 1.918 0.694
C29 -4.073 1.869 1.105
C30 -4.251 0.650 1.682
C31 -2.965 0.000 1.646
N2 -2.075 0.779 1.017
C32 -2.634 -1.184 2.327
C33 -1.338 -1.648 2.500
C34 -0.944 -2.776 3.318
C35 0.408 -2.815 3.277
C36 0.817 -1.738 2.380
N3 -0.239 -1.065 1.966
C37 -3.766 -1.957 2.880
C38 -4.472 -2.804 2.029
C39 -5.554 -3.527 2.494
C40 -5.949 -3.408 3.817
C41 -5.260 -2.561 4.669
C42 -4.172 -1.842 4.206
C43 0.071 3.879 -1.074
C44 1.037 3.208 -1.764
N4 1.572 -0.364 -0.069
H1 5.796 -2.353 5.811
H2 6.400 -2.912 3.480
H3 4.811 -2.649 1.684
H4 1.918 -1.173 4.470
H5 3.518 -1.486 6.284
H6 4.298 -2.246 -0.096
H7 3.826 -1.121 -2.387
H8 0.896 2.680 -3.997
H9 1.015 2.586 -6.420
H10 1.599 0.470 -7.573
H11 2.156 -1.516 -6.202
H12 2.186 -1.385 -3.775
H13 -2.271 5.355 -1.391
H14 -2.941 7.567 -0.547
H15 -3.676 7.845 1.792
H16 -3.732 5.877 3.294
H17 -2.944 3.694 2.481
H18 -4.812 2.634 0.933
H19 -5.149 0.256 2.126
H20 -1.614 -3.437 3.847
H21 1.069 -3.529 3.743
H22 -4.142 -2.885 1.004
H23 -6.092 -4.186 1.823
H24 -6.806 -3.962 4.177
H25 -5.580 -2.457 5.699
H26 -3.632 -1.178 4.867
H27 0.029 4.940 -0.892
H28 1.928 3.618 -2.213
C45 -0.760 -2.450 -3.040
C46 -1.507 -2.685 -1.694
C47 -3.007 -2.340 -1.926
C48 -1.423 -4.218 -1.387
O1 -0.988 -1.952 -0.714
H29 -1.197 -3.009 -3.870
H30 0.276 -2.752 -2.912
H31 -0.772 -1.387 -3.265
H32 -3.413 -2.851 -2.801
H33 -3.096 -1.266 -2.052
H34 -3.581 -2.628 -1.048
H35 -1.910 -4.822 -2.157
H36 -1.888 -4.409 -0.421
H37 -0.376 -4.508 -1.321

**Total charge**: -2
**Orbital gap (alpha / beta)**: 4.86 / 4.88 eV
**Total energy**: -2153.163330 a.u.
**HOMO energy (alpha / beta)**: -0.62 / -0.62 eV